Entry from the OMol25 dataset: a 2-piece molecular cluster, C9H10F2NP overall in a non-equilibrium geometry (ωB97M-V/def2-TZVPD).

Geometry as ORCA input:
```
! RIJCOSX wB97M-V def2-TZVPD def2/J DEFGRID3
* xyz 0 1
F -3.86 0.46 0.23
C -3.46 -0.88 -0.02
C -1.93 -0.92 0.12
F -1.50 -1.95 -0.61
P -1.03 0.13 0.94
C 0.68 -0.47 0.51
C 1.59 0.34 -0.19
C 2.83 -0.10 -0.50
C 3.17 -1.39 -0.19
C 2.31 -2.28 0.43
C 1.09 -1.81 0.80
H -4.08 -1.42 0.65
H -3.83 -1.13 -0.97
H 1.32 1.31 -0.50
H 3.57 0.43 -1.02
H 4.15 -1.74 -0.21
H 2.62 -3.27 0.67
H 0.25 -2.25 1.43
C -0.63 3.46 0.04
N -0.61 2.63 -0.88
H -1.30 4.38 -0.15
H -0.02 3.56 0.88
H -1.33 2.90 -1.47
*
```

Output
F_max (Eh/bohr): 0.0899
Kohn-Sham gap (eV): 9.455
ΔE to the lowest compared entry with this formula, charge and spin (kcal per mole): 0.0
Structure (SMILES): FC/C(F)=P/c1ccccc1.C=N

The computed Löwdin charges, all in e, follow: -0.12, -0.16, -0.60, 0.01, 1.08, -0.40, -0.11, -0.09, -0.09, -0.09, -0.11, 0.11, 0.10, 0.05, 0.09, 0.08, 0.10, 0.11, -0.15, 0.02, 0.09, 0.04, 0.02